# C3H3N3O

An isolated molecule of C3H3N3O (the ωB97M-V functional and the def2-TZVPD basis, OMol25).

DFT total energy: -9672.48244 eV
total charge: 0

Element x y z (Å)
C -1.10105 -0.75877 -0.45750
C 1.46199 0.15137 0.49762
C 0.68112 1.31779 0.03439
H -2.04768 -1.20049 -0.97971
H 2.25544 0.22399 1.27031
H 1.31267 2.18690 -0.16306
N -0.05380 -1.39717 -0.58604
N 1.02877 -1.05670 0.12294
N -0.58373 1.34921 -0.15209
O -1.31394 0.28249 0.46647

Force components x, y, z for each atom (eV/Å):
-4.94 0.08 0.24
-3.28 -2.46 -0.66
0.96 -0.73 0.81
1.69 1.28 0.99
-0.24 -0.21 -1.14
-0.78 0.21 -0.60
2.48 0.07 -0.99
2.80 1.35 2.50
0.23 1.45 0.13
1.09 -1.04 -1.29

# C38H36N8O4SeSr

A structure of composition C38H36N8O4SeSr (the ωB97M-V functional and the def2-TZVPD basis, OMol25).

DFT total energy: -126288.40562 eV
total charge: 0

Element x y z (Å)
Sr -0.41783 -0.37792 -0.89810
O -2.84753 4.00325 1.81621
C -3.76674 3.46024 1.00075
C -4.92392 4.20070 0.75099
C -5.89297 3.71858 -0.10646
C -5.73397 2.48356 -0.73177
C -4.60069 1.73899 -0.46751
C -3.60570 2.19852 0.39953
C -2.41405 1.31624 0.61976
O -2.46401 0.12221 0.22365
N -1.39233 1.92603 1.23962
N -0.21001 1.24643 1.27175
C 0.66925 1.72720 2.06483
C 2.04382 1.18460 2.12615
C 3.03067 1.95147 2.74122
C 4.32282 1.45519 2.83949
C 4.59371 0.19545 2.33767
C 3.56360 -0.50119 1.72871
N 2.31814 -0.03339 1.61906
H -2.06523 3.39067 1.77918
H -5.02388 5.16310 1.24033
H -6.78002 4.31469 -0.29469
H -6.48682 2.10967 -1.41730
H -4.44684 0.77292 -0.93358
H 0.44377 2.59647 2.67936
H 2.77903 2.92756 3.14226
H 5.10070 2.04311 3.31145
H 5.57844 -0.24778 2.41179
H 3.74237 -1.48731 1.30869
O -1.60342 -0.10557 -2.86982
C -1.63537 0.52052 -3.98964
C -2.57216 0.14120 -4.99327
C -2.63961 0.77035 -6.21156
C -1.77282 1.82412 -6.51996
C -0.85672 2.21870 -5.57081
C -0.76062 1.60957 -4.30721
C 0.24294 2.10585 -3.36132
N 0.62778 1.60132 -2.19380
C 1.61211 2.42887 -1.69857
C 1.84190 3.44977 -2.56354
N 0.98196 3.22697 -3.61505
H -3.24306 -0.67513 -4.74641
H -3.37561 0.44216 -6.94020
H -1.81447 2.31907 -7.48123
H -0.18584 3.02609 -5.84509
H 2.05484 2.24540 -0.72678
H 2.50118 4.30436 -2.52817
H 0.86804 3.82181 -4.41149
O 0.38083 -2.12321 0.90991
C 0.81603 -3.44287 0.58368
C -0.37713 -4.27474 0.14741
C -1.33919 -3.62311 -0.85598
C -0.75783 -3.31316 -2.21794
C -1.33198 -3.79174 -3.39094
C -0.79426 -3.41803 -4.61276
C 0.32161 -2.59559 -4.64336
C 0.85345 -2.18583 -3.43435
N 0.33214 -2.53904 -2.25784
H 1.12555 -1.54132 1.19980
H 1.26374 -3.90724 1.46402
H 1.56519 -3.40292 -0.20622
H -0.96221 -4.53811 1.03148
H -0.00037 -5.21421 -0.26733
H -1.80227 -2.74176 -0.38993
H -2.17117 -4.30624 -1.02938
H -2.20986 -4.42543 -3.33989
H -1.25241 -3.75802 -5.53436
H 0.76062 -2.26539 -5.57708
H 1.72071 -1.53271 -3.38556
C 7.12027 -0.78210 -0.67233
N 6.23655 0.36523 -0.71492
C 5.02194 0.40112 -1.32091
Se 4.13742 -0.95116 -2.18533
N 4.53289 1.64881 -1.13484
C 5.41468 2.41939 -0.38711
C 5.35371 3.71788 0.09077
C 6.42903 4.16272 0.84967
C 7.52143 3.33914 1.11715
C 7.58010 2.03673 0.63459
C 6.50479 1.59739 -0.12097
H 6.60837 -1.61277 -1.14856
H 7.35357 -1.03561 0.36427
H 8.04362 -0.56458 -1.20905
H 3.64565 1.91315 -1.53795
H 4.50159 4.35809 -0.10936
H 6.41997 5.17236 1.24202
H 8.34246 3.72356 1.71175
H 8.43013 1.39578 0.84095

Force components x, y, z for each atom (eV/Å):
0.34 -0.09 0.15
0.08 0.02 -0.01
0.01 0.00 -0.06
-0.01 0.02 0.01
-0.03 0.02 0.01
-0.03 -0.02 -0.04
0.02 -0.06 0.04
0.00 -0.13 0.02
-0.49 0.03 0.00
0.21 0.34 0.22
0.18 0.14 0.04
-0.30 -0.07 0.03
0.33 -0.25 -0.33
-0.18 -0.22 0.06
0.22 0.06 0.06
-0.17 0.16 0.08
0.10 -0.06 -0.08
-0.25 0.04 -0.08
-0.01 0.06 -0.01
-0.02 -0.01 0.09
-0.01 -0.06 -0.04
0.05 -0.04 0.00
0.07 0.04 0.07
-0.01 0.05 0.03
-0.01 0.04 0.01
0.01 -0.08 -0.05
-0.01 -0.01 -0.02
-0.01 0.04 -0.01
-0.03 0.06 -0.01
0.02 0.06 -0.19
0.10 0.06 0.04
0.01 0.03 -0.02
-0.08 -0.10 0.03
0.06 0.03 0.03
-0.05 -0.03 -0.01
0.02 -0.03 -0.08
0.14 -0.05 -0.02
-0.07 -0.03 -0.02
-0.28 0.08 0.07
0.01 0.04 -0.09
-0.01 -0.04 0.23
0.05 0.05 0.00
0.07 0.04 0.05
0.00 -0.02 0.03
0.02 -0.01 0.03
-0.28 0.11 -0.05
-0.08 -0.12 -0.02
0.00 0.09 -0.08
0.20 0.33 0.02
0.10 0.20 -0.01
-0.12 -0.06 0.02
-0.06 -0.15 -0.18
0.18 0.01 -0.06
-0.09 -0.01 0.04
-0.02 -0.02 0.02
0.00 -0.03 -0.02
-0.05 -0.08 -0.04
0.01 0.17 0.08
-0.32 -0.34 0.00
0.06 -0.06 0.07
0.05 0.02 -0.07
-0.02 0.03 0.00
0.02 0.02 0.00
0.13 0.00 -0.16
-0.06 -0.04 0.14
0.05 0.04 -0.02
0.03 0.02 0.04
-0.04 -0.03 0.08
-0.09 -0.02 -0.08
-0.03 0.11 0.07
0.13 0.01 0.10
-0.11 -0.09 0.00
0.13 0.06 0.12
0.34 -0.06 0.09
-0.21 0.03 -0.14
-0.05 0.02 -0.02
-0.08 0.07 -0.01
0.10 -0.07 0.03
0.03 -0.03 0.01
0.10 -0.18 0.00
-0.01 -0.04 -0.01
-0.02 0.01 -0.05
0.01 0.00 0.00
0.08 0.10 -0.05
0.06 -0.06 0.01
-0.01 -0.05 -0.03
-0.06 -0.04 -0.05
-0.07 0.05 -0.02

# C2HFO2Tl

A structure of composition C2HFO2Tl (the ωB97M-V functional and the def2-TZVPD basis, OMol25).

multiplicity: 2
DFT total energy: -13589.41529 eV
total charge: 0

Element x y z (Å)
C -0.17520 0.53033 -1.51171
C -0.84525 -0.11304 -0.71232
O 0.88625 1.26584 -1.80831
H 1.50748 1.40328 -0.97100
Tl -0.81950 -0.96451 2.21237
O -1.09935 -0.60851 0.45061
F 2.00942 1.32901 0.41685

Force components x, y, z for each atom (eV/Å):
4.31 2.83 -0.66
0.18 -0.86 3.35
-3.79 -1.90 -1.45
0.64 -0.38 2.83
1.84 -1.90 10.11
-2.33 2.28 -12.46
-0.86 -0.07 -1.71

# BF4H18O9

A cluster of 10 separate species, BF4H18O9 in total (the ωB97M-V functional and the def2-TZVPD basis, OMol25).

DFT total energy: -30275.60148 eV
total charge: -1

Element x y z (Å)
B 0.21806 0.78559 -1.15044
F 0.61006 -0.56841 -0.83744
F 1.19006 1.43459 -1.88744
F -1.08894 0.81259 -1.65344
F 0.20106 1.42859 0.06956
O 2.80406 2.68759 -0.19344
H 2.15206 2.51459 -0.84944
H 2.32306 2.48059 0.57356
O 2.97106 -2.44641 -1.43344
H 2.05206 -2.35541 -1.29444
H 2.99406 -3.37541 -1.53244
O -1.25294 3.98159 0.02356
H -0.73294 4.75159 0.00256
H -0.73994 3.23959 -0.25444
O -1.14994 -0.01641 1.55356
H -0.80294 0.62359 0.95856
H -0.70194 -0.82241 1.30956
O -1.93594 -1.86941 -1.05744
H -1.59094 -1.05341 -1.40944
H -2.09994 -2.51041 -1.73644
O 0.52706 -2.13641 1.57456
H 1.43306 -1.81041 1.70656
H 0.54606 -2.66641 0.75856
O 0.24806 -3.59041 -0.90144
H -0.29694 -2.79541 -0.81544
H -0.43994 -4.29741 -1.09944
O 0.73606 0.53659 3.49056
H 0.34306 0.08259 2.71156
H 1.09306 -0.09041 4.12656
O -3.53594 2.29259 -0.07644
H -3.05494 1.65459 -0.64244
H -3.01794 3.09759 -0.03444

Force components x, y, z for each atom (eV/Å):
0.83 -1.29 0.55
-0.31 0.50 -0.95
-0.45 -0.24 -1.22
0.15 -0.18 -0.64
0.14 1.65 0.87
1.68 1.01 -0.41
-0.54 -0.36 -1.24
-0.76 -0.47 1.91
1.33 0.79 -0.06
-1.81 0.94 0.26
0.56 -1.68 -0.24
-1.92 -0.37 0.34
1.17 1.24 -0.12
0.85 -0.81 -0.15
-1.19 -0.64 1.32
0.14 0.86 -0.45
0.18 -0.69 -0.15
-0.25 -0.67 1.28
0.18 0.61 -0.54
-0.17 0.09 -0.85
0.57 -0.45 0.15
-0.43 -0.11 -0.29
0.26 0.05 0.46
-1.08 -1.77 -0.42
-0.47 0.52 -0.25
1.48 1.30 0.52
0.42 0.23 -0.04
-0.26 0.19 0.77
-0.22 -0.20 -0.41
-0.41 -0.86 -0.49
-0.16 0.73 0.58
0.48 0.06 -0.10